# 1
{"formula": "C32H52N7O3P2RuS4", "method": "ωB97M-V/def2-TZVPD", "spin_multiplicity": 2, "total_charge": 0, "orbital_gap_ha": [0.2450, 0.2357], "s2": 0.757, "species": ["Ru", "C", "S", "C", "S", "N", "N", "C", "C", "C", "C", "C", "C", "N", "H", "H", "H", "H", "H", "H", "H", "H", "N", "C", "C", "C", "C", "C", "C", "S", "O", "O", "N", "C", "S", "C", "C", "N", "H", "H", "H", "H", "H", "H", "H", "H", "C", "P", "C", "C", "O", "H", "H", "H", "H", "H", "H", "H", "H", "H", "C", "C", "C", "C", "P", "N", "C", "C", "C", "C", "C", "C", "C", "C", "H", "H", "H", "H", "H", "H", "H", "H", "H", "H", "H", "H", "H", "H", "H", "H", "H", "H", "H", "H", "H", "H", "H", "H", "H", "H", "H"], "coordinates": [[-0.01954, -0.40209, 0.85299], [3.81515, -2.16972, 4.28073], [2.68164, -3.37608, 3.55183], [1.84071, -2.36856, 2.37455], [1.35314, -0.78391, 2.81841], [1.63883, -2.93385, 1.23172], [0.90516, -2.17770, 0.35299], [0.73081, -2.61397, -0.82534], [-0.19244, -1.86747, -1.67543], [-0.49144, -2.20648, -2.97851], [-1.47860, -1.49511, -3.64451], [-2.14144, -0.47744, -2.98080], [-1.76205, -0.18294, -1.67910], [-0.78985, -0.85341, -1.06576], [4.38481, -2.71062, 5.03413], [3.25828, -1.35809, 4.74051], [4.48337, -1.78426, 3.51392], [1.19162, -3.53958, -1.15389], [0.02695, -3.03796, -3.43699], [-1.74433, -1.74840, -4.66304], [-2.94477, 0.07236, -3.45142], [-2.23660, 0.59856, -1.10036], [-7.80062, -3.70048, -2.70229], [-6.55429, -3.85046, -2.10866], [-5.40015, -3.40398, -2.76051], [-4.15343, -3.62996, -2.21156], [-4.03886, -4.29303, -0.99613], [-5.17822, -4.71572, -0.32502], [-6.42852, -4.49647, -0.87915], [-2.44876, -4.58988, -0.29580], [-1.57145, -4.98378, -1.37211], [-2.64999, -5.50454, 0.80334], [-1.96168, -3.15436, 0.18343], [-2.08967, -2.70065, 1.41753], [-3.07805, -3.41452, 2.69786], [-2.67748, -2.09845, 3.74621], [-1.83863, -1.25808, 3.13144], [-1.49789, -1.56562, 1.82293], [-7.88590, -3.02065, -3.43636], [-8.60530, -3.78656, -2.10733], [-5.49379, -2.88328, -3.70807], [-3.25785, -3.29429, -2.71746], [-5.06715, -5.21616, 0.62773], [-7.31903, -4.83243, -0.35957], [-3.02944, -2.06290, 4.76442], [-1.37940, -0.39884, 3.58780], [-2.06343, 3.93711, 1.85649], [-1.93245, 2.21185, 2.34429], [-3.52364, 1.82051, 3.07361], [-0.67670, 2.15271, 3.63748], [-1.62579, 1.32844, 1.15919], [-2.14515, 4.59148, 2.72555], [-2.94928, 4.05672, 1.23137], [-1.18142, 4.20354, 1.27490], [-3.81630, 2.57056, 3.81068], [-3.48526, 0.83370, 3.53334], [-4.25225, 1.79744, 2.26274], [-0.26143, 3.14475, 3.81251], [0.11809, 1.49477, 3.29003], [-1.07536, 1.76486, 4.57479], [2.17057, 3.26716, 1.68718], [2.32662, 3.40997, 0.16299], [1.04178, 4.06023, -0.36168], [3.52157, 4.31217, -0.16675], [2.38490, 1.65658, -0.58450], [1.26015, 0.82347, 0.07283], [2.09472, 1.78349, -2.46011], [2.90888, 2.85102, -3.19870], [2.43303, 0.39985, -3.03382], [0.58786, 2.02243, -2.68816], [4.08631, 0.88811, -0.24259], [4.44008, 1.18719, 1.22180], [5.22146, 1.37546, -1.14656], [3.93248, -0.63636, -0.34457], [1.58294, 4.10871, 2.07061], [3.12444, 3.27201, 2.20897], [1.64535, 2.34276, 1.92682], [0.87323, 4.99782, 0.17903], [0.18511, 3.40146, -0.19986], [1.10759, 4.30476, -1.41949], [3.39006, 5.27393, 0.34073], [3.60726, 4.51243, -1.23269], [4.46427, 3.89039, 0.17763], [3.98082, 2.75028, -3.03573], [2.61214, 3.85922, -2.91279], [2.72091, 2.74988, -4.27278], [3.50349, 0.20535, -3.04089], [2.08317, 0.34555, -4.06917], [1.93456, -0.38633, -2.46654], [0.35310, 3.07639, -2.82706], [0.00480, 1.64402, -1.85002], [0.25958, 1.48916, -3.58559], [4.65512, 2.23975, 1.39084], [5.34113, 0.62444, 1.48508], [3.63628, 0.86936, 1.88783], [5.37913, 2.45170, -1.07399], [5.06221, 1.11968, -2.19172], [6.14633, 0.88273, -0.83001], [2.99988, -0.94611, 0.11548], [4.75460, -1.11816, 0.19316], [3.94855, -0.99860, -1.37139]], "forces_ev_per_a": [[0.5, -1.9, -0.6], [-0.2, 0.0, 0.0], [0.2, -0.2, -0.1], [0.0, 0.2, -0.2], [-0.3, 0.8, 0.3], [0.2, -0.5, -0.3], [-0.5, 1.6, 1.1], [0.0, -0.4, -0.8], [0.5, -0.4, 0.1], [-0.1, -0.2, -0.3], [0.2, -0.1, 0.0], [0.0, 0.0, 0.2], [0.0, -0.1, -0.2], [-0.9, 1.5, 0.6], [0.0, 0.0, 0.0], [0.1, 0.0, 0.1], [0.0, 0.0, 0.0], [-0.1, 0.0, 0.1], [-0.1, 0.0, 0.0], [0.0, 0.0, 0.0], [0.0, 0.0, 0.0], [0.1, 0.0, 0.0], [0.1, -0.1, 0.0], [-0.1, 0.0, 0.0], [0.0, 0.0, 0.0], [0.0, 0.0, 0.1], [-0.1, -0.1, 0.0], [0.1, 0.1, -0.1], [0.0, 0.0, 0.0], [0.0, 0.0, 0.0], [-0.1, 0.1, 0.0], [0.0, -0.1, 0.0], [0.3, 0.2, 0.2], [-0.2, -0.1, -0.1], [0.1, 0.0, -0.1], [-0.1, -0.1, 0.1], [0.1, 0.0, -0.3], [-0.2, -0.1, 0.3], [0.0, 0.1, 0.0], [0.0, 0.1, 0.0], [0.0, 0.0, 0.0], [0.0, -0.1, 0.0], [0.0, 0.0, 0.0], [0.0, 0.0, 0.0], [0.0, 0.0, 0.0], [0.1, 0.0, 0.0], [-0.1, 0.0, -0.1], [0.1, -0.1, -0.3], [0.0, 0.0, 0.0], [0.0, 0.0, 0.1], [0.5, -0.2, 0.2], [0.0, 0.0, 0.0], [0.0, 0.0, 0.0], [0.0, 0.0, 0.1], [0.0, 0.0, 0.0], [0.0, 0.0, 0.0], [-0.1, 0.0, 0.0], [0.0, 0.0, 0.0], [0.0, 0.0, 0.0], [0.0, 0.0, 0.0], [0.0, 0.1, 0.0], [0.2, -0.1, -0.2], [0.0, 0.0, 0.0], [-0.1, 0.0, 0.1], [-0.3, -0.1, 0.2], [0.0, -0.1, -0.1], [0.1, 0.1, 0.2], [-0.1, -0.1, 0.0], [0.0, 0.1, -0.1], [0.0, -0.1, 0.0], [-0.2, 0.1, 0.0], [0.0, 0.0, 0.0], [0.0, 0.0, 0.1], [0.1, 0.0, -0.1], [0.1, 0.0, 0.0], [0.0, 0.0, 0.0], [0.0, 0.0, 0.0], [0.0, 0.0, 0.0], [0.0, 0.0, -0.1], [0.0, 0.0, 0.0], [0.0, 0.0, 0.0], [0.0, 0.0, 0.0], [0.0, 0.0, 0.0], [0.0, 0.0, 0.0], [0.0, 0.0, 0.0], [0.0, 0.0, 0.0], [0.0, 0.0, 0.0], [0.0, 0.0, 0.0], [0.0, 0.0, 0.0], [0.0, 0.0, 0.0], [0.0, 0.0, 0.0], [0.1, 0.0, 0.0], [0.0, 0.0, 0.0], [0.0, 0.0, 0.0], [0.0, 0.0, 0.0], [0.0, 0.0, 0.0], [0.0, 0.0, 0.0], [0.0, 0.0, 0.0], [0.0, 0.0, 0.1], [0.0, 0.0, 0.0], [0.0, 0.0, 0.0]], "lowdin_spin": [0.658, 0.000, -0.001, -0.002, 0.001, -0.002, -0.011, 0.006, -0.001, 0.001, -0.001, 0.001, -0.001, -0.001, 0.000, 0.000, 0.000, 0.000, 0.000, 0.000, 0.000, 0.000, 0.000, 0.000, 0.000, 0.000, 0.000, 0.000, 0.000, 0.002, 0.000, 0.000, 0.012, 0.008, -0.001, 0.007, -0.001, 0.003, 0.000, 0.000, 0.000, 0.000, 0.000, 0.000, 0.001, 0.000, 0.000, 0.000, 0.000, 0.000, 0.001, 0.000, 0.000, 0.000, 0.000, 0.000, 0.000, 0.000, 0.000, 0.000, 0.000, -0.001, 0.002, 0.000, 0.061, 0.209, 0.009, 0.001, 0.000, 0.004, 0.021, 0.002, 0.004, 0.001, 0.000, 0.000, 0.000, 0.000, 0.001, 0.000, 0.000, 0.000, 0.000, 0.000, 0.000, 0.001, 0.000, 0.000, 0.000, 0.000, 0.002, 0.000, 0.000, 0.000, 0.002, 0.000, 0.000, 0.001, 0.000, 0.000, 0.000]}

# 2
{"formula": "C32H52NO6", "method": "ωB97M-V/def2-TZVPD", "spin_multiplicity": 2, "total_charge": 0, "orbital_gap_ha": [0.3321, 0.3376], "s2": 0.754, "species": ["C", "C", "C", "C", "C", "C", "C", "C", "C", "C", "C", "C", "C", "C", "O", "C", "C", "C", "C", "C", "C", "C", "C", "C", "C", "N", "O", "H", "H", "H", "H", "H", "H", "H", "H", "H", "H", "H", "H", "H", "H", "H", "H", "H", "H", "H", "H", "H", "H", "H", "H", "H", "H", "H", "H", "H", "H", "H", "H", "C", "O", "C", "C", "O", "C", "H", "H", "H", "H", "H", "H", "H", "H", "H", "H", "C", "O", "C", "C", "O", "C", "H", "H", "H", "H", "H", "H", "H", "H", "H", "H"], "coordinates": [[4.83275, -2.74791, -1.61173], [3.37945, -2.67710, -2.15678], [2.95346, -4.12060, -2.49353], [2.39328, -2.15971, -1.08788], [1.63825, -0.86331, -1.41092], [0.47230, -1.15908, -2.38812], [-0.86240, -1.53396, -1.72711], [-1.87037, -0.41324, -1.62357], [-2.05586, 0.54119, -2.62102], [-3.01720, 1.54174, -2.51076], [-3.83389, 1.61740, -1.38637], [-3.65907, 0.67628, -0.39177], [-2.69414, -0.31701, -0.49932], [1.15665, -0.19074, -0.12960], [2.20450, 0.04382, 0.80126], [2.66658, 1.33068, 0.90861], [4.04903, 1.51449, 0.91099], [4.60560, 2.78252, 1.01193], [3.77900, 3.89729, 1.11282], [2.40249, 3.70661, 1.14153], [1.84080, 2.43822, 1.04694], [2.59586, 0.11875, -2.11276], [3.35098, -0.43332, -3.35032], [4.75706, 0.15417, -3.34385], [2.67401, 0.08396, -4.64582], [3.31845, -1.92128, -3.43590], [4.14401, -2.36512, -4.31152], [4.88475, -2.41671, -0.57997], [5.53536, -2.20486, -2.23196], [5.16897, -3.77941, -1.60957], [3.26212, -4.79338, -1.70041], [1.87374, -4.18847, -2.60791], [3.41871, -4.45887, -3.41568], [2.89963, -2.04638, -0.13520], [1.63219, -2.92180, -0.91851], [0.77748, -2.00786, -2.99534], [0.37752, -0.32661, -3.07355], [-1.33146, -2.29205, -2.35695], [-0.73102, -1.99936, -0.75544], [-1.45930, 0.50178, -3.52106], [-3.10782, 2.24707, -3.32257], [-4.58249, 2.39126, -1.32325], [-4.30162, 0.73340, 0.47372], [-2.59839, -1.02321, 0.31469], [0.44543, -0.84710, 0.36828], [0.60354, 0.71035, -0.39808], [4.69035, 0.64942, 0.82743], [5.68008, 2.87194, 0.99449], [4.21041, 4.88286, 1.16987], [1.73574, 4.55204, 1.22957], [0.77009, 2.30022, 1.06135], [3.33115, 0.53079, -1.42711], [1.98250, 0.95471, -2.44245], [5.30144, -0.07140, -2.43163], [4.63667, 1.23792, -3.35005], [5.33089, -0.10639, -4.22547], [2.42337, 1.13498, -4.54725], [1.80442, -0.51278, -4.89520], [3.40250, 0.02932, -5.45101], [1.34417, 0.72750, 7.23849], [2.44137, 0.84750, 6.35124], [2.07954, 1.33154, 5.06664], [2.33945, 2.81498, 4.91611], [1.53208, 3.59331, 5.78857], [2.20497, 4.00036, 6.96605], [1.74242, 0.64786, 8.24906], [0.68241, 1.59453, 7.18664], [0.76959, -0.17820, 7.01445], [1.02931, 1.10706, 4.85367], [2.69195, 0.79660, 4.33417], [2.08635, 3.10715, 3.89355], [3.39940, 3.03595, 5.07653], [2.86474, 4.84935, 6.75520], [2.79143, 3.18858, 7.40123], [1.45099, 4.31454, 7.68671], [-6.83968, -0.79072, -1.76907], [-6.87020, -0.91191, -0.35767], [-8.04941, -0.38859, 0.22919], [-9.06027, -1.47031, 0.54763], [-9.54321, -2.11308, -0.62025], [-8.90081, -3.34581, -0.89412], [-6.07580, -1.46540, -2.15274], [-7.79806, -1.04415, -2.22734], [-6.56940, 0.23602, -2.03988], [-8.49773, 0.37071, -0.41959], [-7.75734, 0.09941, 1.16461], [-9.92064, -1.00908, 1.04215], [-8.62780, -2.20206, 1.23728], [-9.29893, -4.13559, -0.24777], [-7.81940, -3.28009, -0.75879], [-9.11007, -3.60409, -1.93111]], "forces_ev_per_a": [[-0.1, 0.0, -0.2], [-0.3, -1.3, 0.3], [0.0, 0.1, -0.3], [-0.5, 0.3, 0.2], [1.0, 0.3, -0.6], [0.2, -0.4, 0.7], [-0.4, 0.2, -0.8], [-0.2, 0.3, 0.6], [-0.1, 0.0, -0.1], [0.2, -0.3, 0.1], [0.4, -0.1, -0.7], [-0.2, 0.1, 0.2], [-0.1, 0.1, -0.1], [-0.7, -0.5, -0.1], [0.0, 0.4, -0.1], [0.5, 0.2, 0.0], [0.0, 0.0, 0.1], [-0.4, -0.2, 0.0], [-0.1, -0.4, 0.0], [0.0, 0.0, -0.1], [0.1, -0.2, -0.1], [-0.1, -0.5, -0.1], [-1.1, 0.9, -0.6], [0.0, 0.2, 0.2], [0.7, -0.2, 0.1], [1.6, 0.7, 0.8], [-0.6, -0.2, -0.3], [0.1, 0.3, 0.1], [0.0, 0.2, 0.0], [0.1, -0.2, -0.1], [-0.1, 0.0, 0.2], [-0.1, 0.0, -0.1], [0.1, 0.0, 0.0], [0.2, 0.1, 0.0], [0.0, -0.1, 0.1], [0.1, 0.0, -0.2], [-0.3, 0.2, 0.0], [0.0, -0.2, 0.0], [0.1, -0.1, 0.1], [0.1, 0.0, -0.1], [-0.1, 0.1, 0.0], [-0.1, 0.1, 0.1], [0.0, -0.2, 0.2], [0.1, -0.1, 0.0], [0.0, 0.0, 0.2], [0.1, 0.2, 0.1], [0.0, -0.1, 0.0], [0.1, 0.1, 0.0], [0.0, 0.2, 0.0], [0.0, 0.1, 0.0], [-0.1, 0.1, 0.1], [0.0, -0.2, 0.2], [0.1, 0.3, 0.0], [0.1, -0.2, 0.0], [0.0, 0.1, 0.0], [0.1, -0.3, 0.0], [-0.2, 0.1, 0.1], [-0.2, 0.0, -0.1], [-0.1, -0.3, -0.2], [0.0, -0.1, 0.0], [-0.1, 0.1, 0.0], [0.2, -0.1, 0.0], [-0.2, 0.1, -0.1], [0.0, -0.1, 0.1], [0.0, 0.1, 0.0], [0.0, 0.0, 0.0], [0.0, 0.0, 0.0], [-0.1, 0.0, 0.0], [0.0, 0.0, 0.0], [0.0, 0.0, 0.0], [0.1, 0.0, 0.0], [0.0, 0.0, 0.0], [0.0, 0.0, 0.0], [0.0, 0.0, 0.0], [0.0, 0.0, 0.0], [0.1, 0.2, 0.0], [-0.1, -0.2, 0.0], [0.2, 0.0, 0.1], [-0.2, 0.0, -0.1], [0.1, 0.0, 0.0], [-0.1, 0.0, 0.0], [0.0, 0.0, 0.1], [0.0, 0.0, 0.1], [0.0, 0.0, -0.1], [0.0, 0.0, 0.0], [0.0, 0.0, 0.0], [0.0, 0.0, 0.0], [0.0, 0.0, 0.0], [0.1, 0.0, 0.0], [0.0, 0.0, 0.0], [0.0, 0.0, 0.0]], "lowdin_spin": [0.019, 0.030, 0.004, -0.001, 0.001, 0.005, 0.001, 0.000, 0.000, 0.000, 0.000, 0.000, 0.000, 0.000, 0.000, 0.000, 0.000, 0.000, 0.000, 0.000, 0.000, 0.000, 0.027, 0.014, 0.006, 0.368, 0.518, 0.000, 0.002, 0.002, 0.000, 0.000, -0.001, 0.000, 0.000, 0.003, 0.000, 0.000, 0.000, 0.000, 0.000, 0.000, 0.000, 0.000, 0.000, 0.000, 0.000, 0.000, 0.000, 0.000, 0.000, 0.000, 0.000, 0.000, 0.001, 0.002, 0.000, 0.000, 0.000, 0.000, 0.000, 0.000, 0.000, 0.000, 0.000, 0.000, 0.000, 0.000, 0.000, 0.000, 0.000, 0.000, 0.000, 0.000, 0.000, 0.000, 0.000, 0.000, 0.000, 0.000, 0.000, 0.000, 0.000, 0.000, 0.000, 0.000, 0.000, 0.000, 0.000, 0.000, 0.000]}

Number 1: strongest force on any atom 0.040 hartree/bohr, calculated total energy -115103.7889 eV. Number 2: strongest force on any atom 0.037 hartree/bohr, calculated total energy -47798.0007 eV.